[1]
ORCA calculation (ωB97M-V with the def2-TZVPD basis set) on a structure of composition C5H10N2.

Cartesian coordinates (Å):
C -2.06203 -0.34480 0.02022
C -1.08437 -0.26993 -1.12653
N -0.20350 0.89503 -1.31069
C 0.37451 -0.40111 -0.93442
C 1.11386 -0.78177 0.31438
C 2.17549 0.16259 0.71123
N 1.04168 0.43366 1.59966
H -2.90339 0.34009 -0.13241
H -1.59735 -0.10046 0.98150
H -2.46927 -1.35738 0.10500
H -1.49612 -0.62472 -2.07126
H -0.28269 1.52074 -0.51167
H 0.92802 -0.85550 -1.76084
H 0.56961 -0.60158 1.58796
H 3.06053 -0.19882 1.23076
H 2.38269 0.99863 0.04277
H 0.45232 1.18533 1.25434

Force components x, y, z for each atom (eV/Å):
C 0.04 0.03 0.07
C -0.16 -0.24 0.03
N 0.03 0.38 0.01
C 0.12 -0.25 0.07
C 0.04 -0.04 -0.46
C 0.26 0.01 -0.14
N -0.17 0.14 0.08
H 0.12 -0.07 -0.01
H -0.04 -0.01 -0.13
H 0.07 0.12 -0.02
H 0.08 0.04 0.13
H -0.02 -0.05 -0.05
H -0.05 0.05 0.09
H -0.19 -0.01 0.29
H -0.11 0.04 -0.04
H -0.03 -0.08 0.05
H 0.03 -0.07 0.04

net charge	0
highest occupied orbital energy	-8.31	eV
relative energy (zero: lowest compared OMol25 entry of this formula, charge and spin)	5.014	eV



[2]
ORCA calculation (ωB97M-V with the def2-TZVPD basis set) on a structure of composition C12H20I2MnN2O2S.

Cartesian coordinates (Å):
Mn -0.09059 -0.82545 -1.60152
C 1.40638 3.10812 -2.05242
C 1.65299 1.67104 -1.76165
O 0.72826 0.82931 -1.93692
N 2.83985 1.26809 -1.33050
C 3.24619 -0.12855 -1.30551
C 2.61766 -1.01979 -0.24762
C 3.35501 -1.43631 0.85703
C 2.85695 -2.42767 1.69042
C 1.65026 -3.03759 1.36529
C 0.94867 -2.55165 0.27847
N 1.39477 -1.53672 -0.47980
H 0.38726 3.23917 -2.41335
H 2.09621 3.46937 -2.82004
H 1.55463 3.73430 -1.17401
H 3.55453 1.97017 -1.16298
H 4.32786 -0.15104 -1.16817
H 3.00640 -0.58369 -2.28058
H 4.32460 -1.00699 1.05702
H 3.41439 -2.75043 2.55868
H 1.26821 -3.87203 1.93436
H -0.00531 -2.99805 -0.02968
C -1.24896 2.55558 2.10997
C -2.19923 1.68985 1.31639
S -1.73119 -0.09349 1.48020
O -1.25518 -0.46675 0.06305
C -3.36956 -0.92171 1.63915
C -4.36522 -0.50358 0.58465
H -1.55099 3.59913 2.02044
H -0.22594 2.47583 1.75092
H -1.28137 2.30134 3.16562
H -2.16556 1.91143 0.24817
H -3.21043 1.80062 1.70190
H -3.70097 -0.67911 2.64972
H -3.15612 -1.98995 1.58922
H -4.70021 0.51995 0.71521
H -5.24628 -1.14080 0.66296
H -3.95852 -0.61683 -0.41842
I -0.69051 -1.98811 -3.91776
I -2.47893 -3.41703 -5.33790

Force components x, y, z for each atom (eV/Å):
Mn -0.33 0.34 2.11
C -0.23 0.19 -0.20
C 1.02 0.49 0.44
O -0.49 -0.33 -0.51
N -0.38 0.26 -0.14
C -0.19 -0.33 -0.11
C 0.48 0.39 0.03
C -0.39 0.04 -0.26
C -0.25 -0.11 -0.10
C 0.10 0.17 -0.19
C -0.62 -0.51 0.08
N 0.19 -0.57 0.06
H 0.09 -0.01 0.05
H 0.02 -0.12 0.02
H 0.05 -0.06 0.16
H -0.15 -0.05 -0.10
H -0.14 -0.02 -0.11
H 0.25 0.19 0.18
H 0.11 0.09 -0.13
H 0.07 -0.01 0.03
H -0.10 -0.01 0.00
H 0.29 0.15 0.31
C 0.11 0.16 0.10
C 0.19 -0.24 0.21
S -0.91 0.35 0.30
O 0.59 -0.40 -1.90
C 0.37 0.23 -0.16
C -0.12 0.04 -0.15
H -0.03 -0.02 -0.04
H 0.14 -0.03 0.02
H 0.09 0.01 0.10
H -0.19 -0.21 0.03
H -0.11 -0.15 -0.12
H 0.10 0.00 0.11
H 0.18 0.02 0.12
H -0.05 0.09 -0.01
H 0.03 -0.02 0.01
H -0.02 -0.03 -0.06
I 0.18 -0.08 -0.61
I 0.04 0.11 0.41

net charge	+3
expectation value of S²	6.341
multiplicity	5
highest occupied orbital energy (alpha / beta)	-18.33 / -18.74	eV
relative energy (zero: lowest compared OMol25 entry of this formula, charge and spin)	0.288	eV



[3]
ORCA calculation (ωB97M-V with the def2-TZVPD basis set) on a cluster of 2 separate species, C40H39FN3 in total.

Cartesian coordinates (Å):
C 1.32920 0.24611 -3.26352
C 0.82342 1.49397 -2.67824
N 1.60322 2.60187 -2.68569
C 2.96861 2.65283 -3.17780
C 0.85820 3.73125 -2.35643
C -0.46634 3.30538 -2.09654
C -1.44555 4.29049 -2.11054
C -1.11624 5.62161 -2.38099
C 0.20247 6.00208 -2.65777
C 1.22273 5.04416 -2.61909
C -0.48090 1.83038 -2.19183
C -1.55078 0.94430 -1.98815
C -2.91036 1.39735 -1.82910
C -3.24630 2.34326 -0.81506
C -4.50857 2.92291 -0.80848
C -5.43237 2.57172 -1.80030
C -6.62862 3.43301 -2.03364
C -5.22122 1.41353 -2.56565
C -3.98160 0.79458 -2.54494
H 0.56175 -0.53377 -3.20039
H 1.60982 0.38664 -4.32512
H 2.23602 -0.07388 -2.73070
H 3.43303 3.56695 -2.80557
H 3.52694 1.78468 -2.81228
H 3.00395 2.64988 -4.27764
H -2.48413 4.02187 -1.95500
H -1.91385 6.36549 -2.38866
H 0.42926 7.03653 -2.90898
H 2.26588 5.27361 -2.82286
H -1.38840 -0.10061 -2.28230
H -2.49634 2.60278 -0.06197
H -4.76195 3.67806 -0.05860
H -7.22927 3.03280 -2.85640
H -7.24498 3.51217 -1.13017
H -6.32931 4.45126 -2.31898
H -6.03598 1.02446 -3.18175
H -3.78953 -0.13063 -3.09579
F 2.80756 0.00120 2.40735
C 2.28485 -1.32646 2.33669
C 3.42450 -2.26227 1.93165
C 4.62334 -1.74513 1.44156
C 5.49099 -2.58420 0.74529
C 5.19569 -3.94404 0.61761
C 4.05435 -4.47770 1.21834
C 3.15417 -3.63086 1.87406
C 1.61449 -1.62005 3.67784
C 2.13645 -2.57835 4.54436
C 1.44703 -2.90262 5.71954
C 0.30358 -2.18624 6.07655
C -0.15675 -1.15297 5.24928
C 0.49959 -0.86787 4.05109
C 1.23109 -1.32816 1.18495
C 1.82548 -1.41346 -0.22686
C 1.58753 -2.82933 -0.74878
C 0.53995 -3.46111 0.16774
N 0.26832 -2.46362 1.26742
C -1.08043 -2.05096 1.32851
C -1.53485 -1.11225 0.38579
C -2.80135 -0.57011 0.58105
N -3.57367 -0.90042 1.59209
C -3.19010 -1.85979 2.43767
C -1.95458 -2.50383 2.32624
H 4.84421 -0.68318 1.56107
H 6.39038 -2.15721 0.30459
H 5.86546 -4.59731 0.05236
H 3.83613 -5.54598 1.16761
H 2.23789 -4.01653 2.33054
H 3.06237 -3.10229 4.29381
H 1.80821 -3.71929 6.34513
H -0.23219 -2.41402 6.99959
H -1.02945 -0.55856 5.52122
H 0.14459 -0.06549 3.40099
H 0.67895 -0.38254 1.29733
H 1.25747 -0.70257 -0.83895
H 2.87751 -1.11894 -0.25627
H 1.23687 -2.82712 -1.78846
H 2.50990 -3.41953 -0.71168
H -0.38363 -3.69856 -0.38609
H 0.91477 -4.39167 0.61954
H -0.89638 -0.79016 -0.43195
H -3.21002 0.16298 -0.10010
H -3.89376 -2.11530 3.23179
H -1.62836 -3.27523 3.01779

Force components x, y, z for each atom (eV/Å):
C 0.15 -0.64 -0.04
C 1.18 1.23 0.12
N -0.55 -1.86 -0.08
C 0.31 -0.17 -0.13
C -1.17 0.26 -0.42
C 0.58 0.69 -0.32
C -0.37 0.28 0.14
C 0.20 -0.17 -0.02
C 0.11 -0.29 0.38
C -0.22 0.05 0.10
C -1.26 -0.23 0.65
C 1.22 0.99 -2.15
C -0.92 -0.06 1.35
C -0.14 -0.03 -0.68
C 0.60 -0.26 0.06
C -0.06 -0.11 -0.02
C -0.48 -0.01 -0.06
C 0.16 0.19 0.09
C 0.80 0.11 0.10
H 0.37 0.07 -0.05
H -0.22 0.04 0.44
H -0.26 -0.12 -0.17
H 0.01 -0.27 -0.06
H -0.10 0.26 -0.02
H -0.13 0.07 0.31
H 0.31 0.31 -0.12
H 0.27 -0.20 -0.09
H 0.00 -0.25 0.13
H -0.33 0.23 -0.10
H -0.10 0.36 0.11
H -0.26 0.04 -0.34
H 0.09 -0.22 -0.33
H -0.03 0.09 0.25
H 0.04 0.01 -0.19
H 0.02 -0.25 0.13
H 0.36 0.15 0.14
H -0.10 0.42 -0.04
F -0.39 -0.55 -0.32
C 0.27 -0.25 0.30
C -0.48 0.27 0.38
C -0.10 -0.16 -0.19
C -0.08 -0.08 0.20
C 0.12 -0.11 -0.08
C -0.18 0.21 0.21
C 0.48 -0.17 -0.20
C 0.61 0.21 -0.15
C -0.38 -0.21 0.23
C 0.01 0.23 -0.11
C -0.06 0.12 -0.22
C 0.22 0.05 -0.14
C -0.10 -0.30 0.26
C -0.32 -0.12 -0.06
C -0.19 0.61 -0.17
C 0.40 -0.34 -0.21
C -0.25 0.17 0.60
N 0.83 -0.56 -0.38
C -0.49 0.45 -0.15
C -0.53 -0.20 0.77
C 0.58 -0.23 -0.34
N -0.92 -0.32 0.82
C 0.36 -0.14 -0.39
C 0.20 0.50 -0.36
H -0.11 -0.34 -0.11
H -0.12 -0.23 0.10
H -0.19 0.22 0.24
H 0.16 0.29 -0.05
H 0.37 0.11 -0.28
H -0.43 0.17 0.13
H -0.05 0.31 -0.07
H 0.18 0.01 -0.27
H 0.21 -0.22 0.04
H 0.02 -0.25 0.24
H 0.17 -0.29 0.06
H 0.14 -0.04 0.05
H -0.17 0.00 -0.06
H 0.13 0.03 0.15
H -0.17 0.21 -0.11
H 0.20 0.16 0.38
H -0.20 0.25 -0.26
H -0.03 -0.14 0.30
H 0.03 -0.32 0.35
H 0.21 0.05 -0.18
H -0.04 0.20 -0.02

net charge	+1
highest occupied orbital energy	-10.83	eV



[4]
ORCA calculation (ωB97M-V with the def2-TZVPD basis set) on the molecule C5H4F2.

Cartesian coordinates (Å):
C 2.42246 0.18913 0.74255
C 1.28640 -0.00819 0.38440
C 0.38369 -0.27908 -0.42185
C -0.90065 0.40933 -0.64162
C -1.97024 -0.01686 0.08486
F -1.89137 -1.09715 0.86157
F -2.97562 0.74041 0.46813
H 3.35334 0.46833 1.18258
H 1.18247 -0.26933 -1.20171
H 0.11981 -1.43138 -0.22558
H -1.01029 1.29479 -1.23334

Force components x, y, z for each atom (eV/Å):
C -0.13 0.46 1.15
C 10.23 4.04 9.07
C -7.94 -6.90 -8.50
C -2.20 -0.33 1.40
C 2.79 1.21 0.30
F -0.47 0.18 -0.28
F -0.62 -0.42 -0.74
H -0.13 -0.21 0.01
H -1.99 -0.42 -1.54
H 0.42 2.02 -0.85
H 0.05 0.37 -0.03

structure (SMILES)	C#CCC=C(F)F
net charge	0
highest occupied orbital energy	-9.25	eV
relative energy (zero: lowest compared OMol25 entry of this formula, charge and spin)	4.185	eV



[5]
ORCA calculation (ωB97M-V with the def2-TZVPD basis set) on a cluster of 6 separate species, C12H40BClN3O8 in total.

Cartesian coordinates (Å):
O 1.43380 -0.51595 -0.55930
H 1.59432 -1.08402 -1.36302
H 0.71572 -0.84276 0.06530
H 1.34545 0.44764 -0.82018
Cl 4.03153 -1.03368 2.17466
O 3.91032 -0.53871 3.52369
O 4.11271 0.02631 1.18494
O 5.23779 -1.84134 2.12116
O 2.82088 -1.77613 1.89122
B 1.91468 -2.44014 -2.80572
H 1.75369 -3.20286 -1.94385
H 2.08729 -3.06686 -3.76789
H 0.96417 -1.80743 -3.04218
H 2.88440 -1.83269 -2.59663
C -3.77254 2.96262 1.65649
C -2.97081 1.69157 1.25779
C -3.69835 0.88832 0.20439
O -4.85483 0.28219 0.79135
C -5.24469 -0.92762 0.13650
N -1.67321 2.12348 0.69942
H -3.29685 3.51349 2.46674
H -4.79238 2.64060 1.88082
H -3.84882 3.65471 0.81423
H -2.89169 0.99018 2.09095
H -3.01361 0.14470 -0.21338
H -4.06877 1.48339 -0.64168
H -5.95155 -1.40035 0.81559
H -4.46239 -1.62001 -0.17141
H -5.76228 -0.62689 -0.78335
H -1.26299 2.71686 1.41940
H -1.89598 2.79375 -0.03299
C 2.84640 2.63883 -3.95216
C 2.98713 1.71109 -2.77250
C 4.20621 1.94660 -1.87414
O 4.21778 3.30362 -1.46483
C 5.20356 3.55748 -0.48031
N 1.74038 1.73127 -1.96424
H 3.62991 2.44052 -4.69124
H 2.84514 3.70233 -3.71594
H 1.93290 2.42520 -4.51462
H 3.12237 0.66488 -3.06184
H 5.07485 1.80052 -2.52619
H 4.17919 1.25378 -1.02918
H 6.21796 3.40752 -0.87156
H 5.12324 2.84965 0.34789
H 5.12505 4.60041 -0.18787
H 0.93967 2.06066 -2.49079
H 1.85042 2.44654 -1.24313
C -0.28511 -3.70713 0.65123
C -1.32131 -2.59751 0.83871
C -2.21415 -2.90724 2.04544
O -3.20123 -1.88076 2.15685
C -4.08115 -2.09105 3.25677
N -0.58677 -1.33831 1.04732
H -0.80850 -4.62423 0.35949
H 0.44343 -3.94395 1.42145
H 0.22871 -3.42100 -0.27171
H -1.99655 -2.50096 -0.01415
H -1.62513 -3.01848 2.96455
H -2.74325 -3.84589 1.83387
H -4.84016 -1.31569 3.18418
H -3.48874 -1.96852 4.16687
H -4.54266 -3.08093 3.23740
H -0.24489 -1.49392 1.99935
H -1.27969 -0.60770 1.16198

Force components x, y, z for each atom (eV/Å):
O 0.15 0.33 0.40
H 0.02 -0.36 -0.27
H -0.36 -0.40 0.13
H 0.34 -0.29 -0.73
Cl 0.00 -0.36 0.11
O 0.07 0.78 0.09
O 0.28 0.29 0.41
O -0.73 0.05 -0.41
O 0.21 -0.60 -0.16
B 0.04 -0.40 -0.26
H -0.39 -0.78 1.26
H 0.32 -0.72 -1.24
H -1.25 1.13 0.05
H 1.09 1.11 0.35
C -0.33 -1.05 -0.23
C -0.54 1.37 -0.64
C -0.84 -0.32 -0.28
O 0.99 -0.75 0.00
C -0.81 1.13 -0.31
N 0.01 -0.17 0.60
H -0.15 -0.18 0.23
H 0.01 0.32 0.44
H 0.13 -0.14 -0.18
H 0.49 0.27 0.19
H -0.02 -0.18 0.14
H 0.33 0.32 -0.02
H 0.04 -0.22 -0.14
H 0.41 0.18 0.50
H -0.21 -0.27 -0.04
H 0.33 -0.22 -0.11
H 0.07 -0.16 -0.17
C 0.34 -0.21 -1.07
C -0.37 -0.60 0.83
C -0.50 0.66 -1.01
O -0.12 0.15 0.50
C 0.32 -0.41 -0.34
N -0.03 0.79 1.12
H 0.19 0.19 0.18
H 0.11 -0.07 0.30
H -0.14 -0.07 0.23
H -0.15 0.07 -0.52
H 0.21 -0.41 0.28
H 0.20 -0.01 0.05
H 0.00 0.03 -0.27
H -0.27 0.24 0.27
H -0.19 -0.04 0.24
H 0.09 -0.24 -0.31
H 0.12 0.03 -0.10
C -0.84 -0.20 -1.94
C 0.32 -0.47 1.26
C -0.63 0.14 -0.79
O 0.12 -0.34 0.22
C 0.76 0.46 -0.44
N -0.36 -0.24 0.70
H 0.04 -0.10 0.28
H -0.17 0.53 0.34
H 0.50 -0.19 0.24
H 0.32 -0.10 -0.24
H 0.00 0.10 0.05
H 0.15 -0.16 0.21
H -0.06 -0.01 0.12
H -0.29 -0.09 0.30
H 0.00 -0.09 -0.06
H 0.68 0.58 -0.22
H 0.00 0.37 -0.10

net charge	-1
highest occupied orbital energy	-5.91	eV
relative energy (zero: lowest compared OMol25 entry of this formula, charge and spin)	0.988	eV



[6]
ORCA calculation (ωB97M-V with the def2-TZVPD basis set) on a structure of composition C21H31MnN3O2Si.

Cartesian coordinates (Å):
Mn -9.54524 -8.14951 9.05089
N -9.06106 -8.47587 11.07901
C -8.19414 -9.56620 11.56667
C -8.50817 -10.90067 10.82417
C -8.06275 -10.94700 9.38551
O -7.42532 -11.76902 8.84574
O -8.63055 -9.89212 8.64992
H -8.67762 -7.63995 11.50358
H -10.04643 -8.61107 11.33081
H -8.18076 -9.71497 12.68272
H -7.23744 -9.22450 11.17231
H -9.52747 -11.25182 10.95375
H -8.03543 -11.72258 11.35246
C -15.19877 -5.21603 8.08482
C -14.75442 -6.36488 9.02551
N -13.35245 -6.11338 9.49163
C -13.26211 -5.23648 10.72317
C -12.34904 -4.07490 10.64759
C -12.34506 -6.92126 9.15556
C -12.55324 -7.97648 8.13999
N -11.09215 -6.87557 9.62834
H -15.78267 -5.60046 7.28592
H -14.37003 -4.89567 7.49701
H -15.81670 -4.39153 8.50250
H -14.79268 -7.35051 8.59985
H -15.38251 -6.36023 9.87272
H -12.94111 -5.95499 11.51768
H -14.23882 -4.94245 10.91750
H -11.29856 -4.38694 10.54868
H -12.37029 -3.43562 11.53342
H -12.53706 -3.37482 9.83904
H -13.24479 -8.68806 8.57178
H -11.59328 -8.44565 7.92526
H -12.97686 -7.58856 7.25399
H -10.97931 -6.10156 10.24450
C -9.57152 -5.40702 6.31693
C -8.46861 -5.57257 7.14515
C -8.18174 -6.91787 7.43385
C -8.82615 -8.02173 6.82089
C -9.91438 -7.81006 6.00567
C -10.33376 -6.46575 5.80717
Si -8.01366 -9.77527 7.00112
C -8.50509 -11.06218 5.82551
C -7.63065 -11.26133 4.73964
C -7.88792 -12.33736 3.87538
C -9.04415 -13.12510 3.99716
C -9.87954 -12.97667 5.07225
C -9.55543 -11.99360 6.00624
H -9.81533 -4.47298 5.92182
H -7.97216 -4.75592 7.50088
H -7.27577 -6.98656 8.11207
H -10.40912 -8.66864 5.52312
H -11.22347 -6.33242 5.17370
H -6.59159 -9.59583 7.15374
H -6.77777 -10.59774 4.56389
H -7.09234 -12.66530 3.08339
H -9.25036 -13.96057 3.27694
H -10.65328 -13.66878 5.24086
H -10.21055 -11.90398 6.91542

Force components x, y, z for each atom (eV/Å):
Mn -0.27 0.33 0.78
N -0.85 0.01 -0.15
C 0.10 -1.04 -1.02
C 0.58 -0.14 1.18
C -1.74 0.57 1.38
O 0.75 -0.40 -0.65
O 0.54 -0.41 -0.59
H -0.62 0.42 0.11
H 0.39 0.32 0.64
H -0.12 0.36 -1.21
H 0.51 -0.36 0.74
H -0.64 0.54 -0.47
H 0.72 0.04 -0.06
C -0.47 -0.54 0.13
C 1.03 1.54 -0.82
N 0.19 -0.25 0.89
C 1.39 -2.32 -0.37
C 1.48 1.06 -0.16
C 0.75 0.65 -0.06
C -0.01 -0.49 0.93
N -0.56 -0.53 -0.62
H -1.11 -0.72 -0.49
H 0.95 0.89 0.08
H 0.90 -0.54 0.12
H -0.20 -0.13 -0.44
H -0.60 -0.22 1.14
H -0.29 0.71 -0.22
H -1.73 0.54 0.43
H -0.23 0.28 0.00
H -0.24 -0.40 0.21
H -0.26 -0.21 -0.36
H -0.08 -0.54 -0.17
H -0.30 -0.18 -0.20
H -0.40 0.33 -1.11
H 0.37 0.39 0.66
C -0.31 -1.02 -0.62
C -2.75 -3.37 -1.34
C 1.82 1.25 1.13
C 1.52 -1.09 0.69
C -1.08 1.41 -0.41
C 0.18 -1.55 -0.21
Si -0.69 1.06 0.02
C -0.34 -1.05 -0.26
C -0.44 -0.59 -0.42
C 1.47 -0.57 -1.46
C 0.88 -0.90 -1.18
C 1.15 1.22 0.76
C -1.05 0.82 1.02
H -0.44 1.66 -0.12
H 1.53 1.81 1.01
H -0.89 -0.73 -0.87
H 0.15 0.60 0.16
H 0.60 0.41 0.30
H 0.51 0.07 0.01
H -0.17 -0.39 0.10
H -1.72 1.02 1.43
H 0.42 1.01 0.69
H -1.00 -0.52 0.19
H 0.71 -0.10 -0.88

net charge	+2
expectation value of S²	3.768
multiplicity	4
highest occupied orbital energy (alpha / beta)	-14.23 / -14.23	eV
relative energy (zero: lowest compared OMol25 entry of this formula, charge and spin)	0.000	eV



Across the entries above, DFT total energy takes the values -8322.319; -78172.905; -49293.813; -10679.401; -47132.866; -70029.394 eV, respectively.
Across the entries above, max |F| takes the values 0.5; 2.2; 2.7; 14.3; 2.1; 4.5 eV/A, respectively.